No. 1
17
Properties=species:S:1:pos:R:3:mulliken_charge:R:1 method="wB97M-V/def2-TZVPD" e_homo_ev=-9.13 homo_lumo_gap_ev=10.08 energy_ha=-451.3984 max_force_ha_per_bohr=0.044
C 0.12425 2.00073 0.76153 -0.660
C -1.79223 0.82044 -0.30226 0.055
N 1.00021 -1.60960 -0.16186 -0.046
H -2.59054 1.47571 0.06778 0.362
H 1.75804 -1.37733 -2.00103 0.262
H -0.21708 1.68971 1.69849 0.322
N 0.87788 -1.75273 -1.58135 -0.698
N -0.55841 1.39372 -0.37744 -0.152
H 0.82633 -1.46090 2.26232 0.185
H 0.18995 -1.10707 -1.88456 0.321
C 0.72415 0.86385 -0.02523 -0.074
O -2.04016 -0.29936 -0.63536 -0.489
H 1.44297 1.14787 -0.77695 0.384
H 0.51211 2.99980 0.68233 0.267
H 0.91855 -2.48784 0.42607 0.179
N 0.68851 -0.54972 1.87299 -0.658
C 0.84778 -0.49448 0.62296 0.440

No. 2
17
Properties=species:S:1:pos:R:3:mulliken_charge:R:1 method="wB97M-V/def2-TZVPD" e_homo_ev=-9.61 homo_lumo_gap_ev=10.03 energy_ha=-451.4239 max_force_ha_per_bohr=0.082
N -1.54678 -0.33196 1.05895 -0.667
C 1.63423 -1.57100 -0.25786 0.389
H -0.22891 -2.24754 -0.82047 0.290
N -1.64630 0.18255 -1.23066 -0.475
H -2.55586 -0.41199 0.92941 0.228
O 0.77048 1.47806 -0.95319 -0.596
H 1.69096 2.06790 1.39712 0.357
H 0.63460 -1.05954 -1.93940 0.300
N 2.58790 -1.82811 0.34966 -0.482
N 0.53994 -1.61913 -1.07647 -0.488
H -2.64860 0.28762 -1.13850 0.218
C 0.38060 0.98347 0.09561 0.707
C -0.95605 -0.00713 -0.04665 0.492
C 0.93313 1.28344 1.45944 -1.124
H 1.43084 0.40118 1.86717 0.268
H -1.17355 0.82805 -1.86319 0.250
H 0.15337 1.56413 2.16903 0.331